# 1
{"formula": "C14H24F3N5O19", "method": "ωB97M-V with the def2-TZVPD basis set", "homo_energy_ev": [-12.75, -12.74], "gap_ev": [6.69, 2.43], "largest_force_ev_per_a": 6.00, "multiplicity": 2, "e_above_lowest_kj_mol": 0.00, "charge": 1, "species": ["C", "C", "O", "C", "O", "O", "F", "H", "H", "H", "C", "C", "O", "C", "O", "O", "F", "H", "H", "H", "C", "C", "O", "C", "O", "O", "F", "H", "H", "H", "C", "N", "O", "O", "H", "H", "H", "C", "N", "O", "O", "H", "H", "H", "C", "N", "O", "O", "H", "H", "H", "C", "N", "O", "O", "H", "H", "H", "C", "N", "O", "O", "H", "H", "H"], "coordinates": [[-3.9034, 2.0757, -0.7366], [-4.4110, 3.4376, -1.0189], [-5.3814, 3.6739, 0.0674], [-5.7001, 2.4682, 0.4755], [-6.5967, 2.2859, 1.2939], [-4.8860, 1.5129, 0.0076], [-4.8953, 3.4440, -2.2639], [-3.0526, 2.0102, -0.0584], [-3.7482, 1.5008, -1.6496], [-3.7158, 4.2648, -0.8759], [5.5771, -2.5474, -0.3512], [4.7054, -2.1371, 0.7124], [4.4275, -3.3339, 1.4128], [4.8197, -4.3824, 0.6762], [4.7653, -5.5873, 1.0573], [5.3423, -3.9175, -0.4764], [3.5640, -1.5839, 0.2738], [6.6306, -2.3729, -0.1327], [5.4476, -1.9862, -1.2766], [5.1323, -1.4009, 1.3935], [-4.2013, -1.4670, -3.0922], [-3.9725, -1.0095, -4.5453], [-4.9562, -0.0766, -4.7496], [-5.8022, -0.0612, -3.6170], [-6.6792, 0.7248, -3.4273], [-5.4507, -1.0185, -2.7585], [-4.2947, -1.9966, -5.3857], [-3.4820, -1.0510, -2.3868], [-4.1250, -2.5543, -3.0943], [-2.9925, -0.5644, -4.7175], [-1.2388, 4.9893, 1.5918], [-0.0853, 4.2249, 1.0476], [-0.1251, 3.0222, 0.9780], [0.9627, 4.8323, 0.8037], [-2.1190, 4.5975, 1.0822], [-0.9731, 6.0100, 1.3165], [-1.2745, 4.9183, 2.6789], [1.5683, -5.0255, -0.0912], [1.5535, -4.5130, -1.4683], [1.2218, -3.3508, -1.5223], [2.1382, -5.1806, -2.3590], [0.6546, -5.3897, 0.3786], [2.0590, -4.3092, 0.5676], [2.2568, -5.8609, 0.0356], [0.2334, -0.7198, -0.2912], [-1.0738, -1.2962, -0.0791], [-1.1804, -2.5326, 0.0480], [-2.0186, -0.5420, -0.0309], [0.8346, -1.1045, 0.5325], [0.1578, 0.3665, -0.2417], [0.6562, -1.0226, -1.2492], [1.9682, -0.1993, 4.0277], [0.6477, 0.5477, 4.0245], [0.3622, 1.3213, 4.9305], [-0.0580, 0.3276, 3.0321], [2.6940, 0.6010, 3.8830], [1.9874, -0.8932, 3.1873], [2.0486, -0.7136, 4.9853], [4.1535, 3.1547, 1.4754], [3.7641, 2.0270, 0.5249], [2.7323, 1.4713, 0.7427], [4.5383, 1.7202, -0.3932], [4.8351, 3.7993, 0.9205], [4.6415, 2.6468, 2.3073], [3.3117, 3.7252, 1.8679]], "forces_ev_per_angstrom": [[1.9, -0.5, 0.0], [0.7, 2.0, 1.3], [1.6, 0.3, -3.1], [-4.0, -1.4, 4.3], [2.2, 0.0, -2.1], [-2.5, -1.4, 1.0], [-1.0, 0.5, -0.3], [0.8, 0.6, -0.6], [0.1, 0.2, -0.1], [0.1, -0.1, -0.5], [2.2, 0.5, -2.0], [-0.1, 1.0, 2.5], [-0.5, 0.5, 0.6], [0.7, -4.9, 1.1], [-0.2, 5.4, -2.0], [-0.2, -1.8, -0.3], [-1.5, 0.1, -0.5], [0.1, -0.2, 0.4], [-0.6, -0.3, -0.1], [0.1, -0.2, 0.2], [1.9, -1.1, -0.6], [-0.5, 0.4, 1.0], [-1.2, 1.5, 1.8], [-1.1, 1.8, -0.8], [1.0, -0.9, -0.6], [-0.9, 0.0, 0.3], [0.8, -1.4, -0.8], [0.3, 0.1, -0.1], [-0.2, 0.0, 0.3], [0.1, -0.4, -0.5], [0.4, 0.6, -0.8], [2.6, 0.2, 0.7], [-1.1, -0.8, -0.2], [-1.3, 0.2, 0.1], [0.0, 0.2, 0.4], [-0.6, 0.0, 0.0], [0.0, -0.4, -0.2], [1.0, -1.6, 2.0], [3.1, -3.0, -0.6], [-1.1, 1.3, -1.2], [-2.3, 2.4, 2.1], [-0.5, 0.6, -0.8], [-0.5, 0.6, -0.3], [0.0, -0.3, -0.9], [1.7, 0.1, 0.3], [-1.4, 3.0, -0.5], [0.0, -0.7, -0.1], [0.6, -2.0, 0.2], [0.3, 0.1, -0.1], [-0.3, -0.1, 0.2], [-0.2, -0.3, 0.1], [-0.5, 0.6, 0.2], [-0.8, 0.0, -0.5], [0.7, -1.2, -1.2], [0.4, 0.3, 0.9], [0.2, -0.3, 0.3], [-0.2, 0.2, 0.2], [0.2, 0.3, -0.1], [0.5, -0.2, -0.5], [1.7, 0.8, -0.9], [-1.4, -0.9, 0.4], [-0.8, 0.6, 1.4], [0.0, -0.2, 0.2], [0.2, 0.1, -0.1], [-0.3, -0.4, -0.5]], "nbo_charge": [-0.13, 0.43, -0.46, 0.95, -0.56, -0.47, -0.31, 0.19, 0.20, 0.16, -0.15, 0.43, -0.49, 0.96, -0.57, -0.46, -0.34, 0.22, 0.24, 0.18, -0.12, 0.43, -0.49, 0.96, -0.53, -0.46, -0.33, 0.16, 0.22, 0.16, -0.48, 0.53, -0.39, -0.39, 0.22, 0.25, 0.26, -0.53, 0.52, -0.29, -0.25, 0.26, 0.25, 0.28, -0.50, 0.51, 0.02, -0.16, 0.28, 0.30, 0.29, -0.47, 0.53, -0.33, -0.42, 0.24, 0.22, 0.25, -0.49, 0.54, -0.39, -0.39, 0.24, 0.23, 0.25]}



# 2
{"formula": "C14H24GeMoN4SSe4", "method": "ωB97M-V with the def2-TZVPD basis set", "homo_energy_ev": [-6.99, -7.28], "gap_ev": [6.66, 5.20], "largest_force_ev_per_a": 1.99, "multiplicity": 3, "species": ["Mo", "C", "C", "N", "C", "S", "N", "N", "C", "C", "C", "C", "C", "C", "C", "N", "H", "H", "H", "H", "H", "H", "H", "H", "H", "H", "H", "H", "H", "Se", "Se", "Se", "Se", "C", "Ge", "C", "C", "C", "H", "H", "H", "H", "H", "H", "H", "H", "H", "H", "H"], "coordinates": [[0.1244, -0.9343, 0.7084], [5.1178, 1.1237, -2.1525], [3.7242, 1.1753, -2.7724], [2.9825, -0.0259, -2.4595], [2.3782, -0.1463, -1.2642], [1.9939, -1.7490, -0.7016], [2.0939, 0.8830, -0.5337], [1.3923, 0.6154, 0.5794], [1.5754, 1.4174, 1.6253], [2.5005, 2.5906, 1.5595], [0.8746, 1.0019, 2.7690], [0.8717, 1.6855, 4.0020], [0.1596, 1.1815, 5.0530], [-0.5776, -0.0004, 4.8585], [-0.5268, -0.6295, 3.6435], [0.1924, -0.1794, 2.6002], [5.6660, 2.0330, -2.3805], [5.6755, 0.2724, -2.5380], [5.0270, 1.0135, -1.0731], [3.7847, 1.2730, -3.8582], [3.1616, 2.0163, -2.3611], [3.2997, -0.8868, -2.8855], [3.3025, 2.3595, 0.8631], [2.9275, 2.8186, 2.5312], [1.9770, 3.4703, 1.1887], [1.4218, 2.6082, 4.0845], [0.1522, 1.6801, 6.0086], [-1.1832, -0.4066, 5.6516], [-1.0743, -1.5563, 3.4734], [-0.0006, -3.2139, 1.6604], [0.1035, -4.8431, 0.0115], [-0.9988, -3.9148, -1.8491], [-1.0246, -1.6298, -1.5981], [-3.7063, 0.1601, 2.8268], [-3.2744, -0.3249, 0.9422], [-3.5488, -2.3022, 0.8056], [-4.6369, 0.4561, -0.2867], [-1.4955, 0.4888, 0.5117], [-4.7532, 0.4332, 2.9124], [-3.1102, 1.0012, 3.1695], [-3.5179, -0.6799, 3.4886], [-4.4125, -2.5627, 1.4142], [-2.7023, -2.8902, 1.1604], [-3.7658, -2.5986, -0.2180], [-5.6123, 0.0256, -0.0828], [-4.3914, 0.2336, -1.3219], [-4.7040, 1.5333, -0.1633], [-1.3781, 1.3766, 1.1473], [-1.5945, 0.8514, -0.5204]], "forces_ev_per_angstrom": [[-0.4, -1.5, -1.2], [-0.2, 0.1, -0.1], [0.3, 0.2, 0.0], [0.1, 0.1, -0.2], [-0.5, -1.0, 0.5], [-0.5, 0.0, 0.4], [0.7, 1.4, -0.9], [0.4, 0.3, 0.8], [0.5, 0.1, -1.1], [-0.1, -0.3, 0.0], [-0.5, -0.3, 0.8], [0.1, -0.2, -0.5], [-0.3, -0.4, -0.1], [0.2, 0.4, 0.1], [-0.3, -0.5, 0.3], [0.3, 0.9, 1.0], [0.1, 0.1, 0.0], [0.1, 0.0, 0.0], [0.1, 0.0, 0.1], [-0.1, 0.1, 0.1], [0.1, -0.1, -0.2], [-0.1, 0.1, 0.2], [0.0, 0.1, 0.0], [0.0, 0.0, 0.1], [0.0, 0.1, -0.1], [0.1, 0.1, 0.1], [0.0, 0.1, 0.1], [0.0, -0.1, 0.0], [0.1, 0.2, 0.1], [0.0, 0.4, 0.1], [-0.1, 0.0, -0.7], [0.1, 0.3, 0.4], [0.1, -0.4, 0.2], [0.1, 0.0, -0.4], [-0.4, 0.0, 0.0], [0.2, 0.4, 0.0], [0.4, -0.2, 0.4], [-0.3, -0.5, -0.3], [-0.2, 0.0, 0.0], [0.1, 0.1, 0.0], [0.0, -0.1, 0.1], [-0.1, 0.1, 0.1], [0.0, 0.1, 0.0], [0.0, 0.0, -0.1], [-0.2, -0.1, 0.1], [0.1, 0.0, -0.1], [0.0, 0.1, 0.0], [0.1, -0.2, 0.1], [-0.1, -0.1, 0.1]], "nbo_charge": [0.40, -0.62, -0.22, -0.58, 0.29, -0.01, -0.44, -0.24, 0.21, -0.66, 0.12, -0.21, -0.17, -0.26, 0.06, -0.44, 0.21, 0.20, 0.21, 0.20, 0.22, 0.40, 0.25, 0.22, 0.24, 0.22, 0.22, 0.23, 0.22, -0.13, 0.00, 0.10, 0.03, -1.08, 1.56, -1.08, -1.06, -1.15, 0.23, 0.22, 0.22, 0.23, 0.24, 0.23, 0.22, 0.23, 0.22, 0.22, 0.24]}



# 3
{"formula": "C14H24InN2O7P2", "method": "ωB97M-V with the def2-TZVPD basis set", "homo_energy_ev": -12.64, "gap_ev": 8.39, "largest_force_ev_per_a": 3.65, "multiplicity": 1, "charge": 1, "species": ["In", "H", "H", "P", "P", "C", "H", "H", "H", "C", "H", "H", "H", "C", "H", "H", "H", "C", "H", "H", "H", "C", "H", "H", "H", "C", "H", "H", "H", "C", "O", "H", "O", "C", "O", "C", "C", "C", "C", "C", "C", "N", "O", "O", "N", "O", "O", "H", "H", "H"], "coordinates": [[0.0287, -0.5643, -0.8427], [-1.0506, 2.7281, 2.7629], [-1.0871, 2.0521, 3.0874], [0.7296, 2.0051, -1.1642], [0.5037, -2.4733, 0.8527], [-0.5998, -3.7952, 0.2430], [-0.2151, -4.7219, 0.6898], [-1.6054, -3.5801, 0.6246], [-0.5694, -3.8513, -0.8504], [2.1394, -3.2831, 0.8845], [2.8052, -2.7020, 1.5264], [1.9691, -4.2826, 1.3089], [2.5280, -3.3420, -0.1339], [0.0336, -2.3884, 2.6028], [-1.0654, -2.2854, 2.6694], [0.3391, -3.3552, 3.0336], [0.5570, -1.5601, 3.1034], [2.3835, 2.3781, -1.8561], [2.3341, 3.3926, -2.2658], [3.1190, 2.3002, -1.0505], [2.6184, 1.6230, -2.6103], [-0.3461, 2.6770, -2.4880], [-1.3623, 2.8133, -2.1019], [0.1144, 3.6345, -2.7721], [-0.3776, 1.9800, -3.3304], [0.5744, 3.3902, 0.0149], [1.2022, 3.2377, 0.9008], [0.8968, 4.2990, -0.5207], [-0.4635, 3.4860, 0.3588], [-2.2841, -0.5858, -1.9341], [-3.3987, -0.5857, -2.2062], [1.5219, -0.9127, -1.6752], [-2.9965, -2.1224, 1.8267], [-3.0965, -1.0685, 1.1945], [-2.2732, -0.6371, 0.2749], [-4.2103, -0.0867, 1.5075], [-4.4746, 0.9924, 0.6287], [-5.3723, 2.0247, 0.9978], [-6.0768, 1.9872, 2.2031], [-5.8124, 0.9244, 3.0780], [-4.9270, -0.1283, 2.7195], [-6.5172, 0.9321, 4.3352], [-7.3247, 1.8808, 4.5255], [-6.3295, 0.0306, 5.1772], [-5.4843, 3.1313, 0.0871], [-4.7229, 3.1523, -0.9092], [-6.3470, 4.0020, 0.3027], [-3.9304, 1.0855, -0.3023], [-6.7989, 2.7632, 2.4589], [-4.7911, -0.9631, 3.3987]], "forces_ev_per_angstrom": [[0.0, 0.0, 0.7], [0.0, -0.3, 0.1], [0.0, 0.3, -0.1], [-0.7, 1.4, 0.0], [-0.8, -0.5, 0.7], [0.3, 0.2, 0.1], [-0.3, 0.1, -0.3], [0.1, -0.1, -0.3], [-0.1, -0.2, 0.2], [-0.3, 0.5, -0.2], [0.1, -0.2, -0.2], [0.2, 0.3, -0.2], [0.2, -0.1, 0.2], [0.0, 0.1, 0.0], [0.6, 0.1, 0.0], [-0.1, 0.4, 0.1], [-0.2, -0.3, 0.0], [-0.2, -1.1, 0.4], [0.1, -0.3, 0.0], [0.0, 0.2, -0.2], [0.1, 0.3, -0.1], [0.1, -0.5, 0.2], [0.2, 0.1, -0.1], [-0.4, -0.3, -0.1], [0.0, 0.3, -0.1], [-0.1, -0.2, 0.5], [-0.1, 0.1, -0.2], [-0.2, -0.3, 0.3], [0.2, 0.1, -0.2], [-2.6, 0.0, -0.7], [3.1, 0.0, 0.4], [-0.4, -0.2, -0.7], [-0.1, 0.9, -0.6], [0.2, -0.4, 0.4], [0.7, -0.2, 0.1], [-1.0, 1.3, -0.1], [-0.1, 0.2, 1.1], [0.9, -2.0, 0.5], [0.3, 0.0, -0.2], [0.9, -0.5, -1.9], [-0.3, 0.6, 0.2], [-2.1, 0.4, 2.9], [1.9, -2.1, -0.5], [0.1, 1.6, -2.1], [-0.8, 2.2, -2.0], [-1.2, 0.0, 1.8], [1.7, -1.7, -0.1], [-0.2, 0.0, 0.2], [0.3, -0.2, 0.0], [0.1, 0.1, 0.0]], "nbo_charge": [0.97, -0.01, 0.01, 0.93, 0.95, -0.95, 0.25, 0.30, 0.24, -0.93, 0.26, 0.26, 0.26, -0.96, 0.30, 0.25, 0.25, -0.92, 0.26, 0.26, 0.26, -0.93, 0.26, 0.25, 0.25, -0.93, 0.26, 0.25, 0.26, 0.59, -0.41, -0.30, -0.65, 0.78, -0.85, -0.09, -0.13, 0.01, -0.12, 0.01, -0.12, 0.49, -0.36, -0.34, 0.50, -0.40, -0.33, 0.25, 0.29, 0.27]}



multiplicity of number 1 (C14H24F3N5O19)?
2



Which formula does entry 1 have?
C14H24F3N5O19



Which value of multiplicity does entry 3 give?
1